Computed, not measured: a molecular structure, C10H5CeClNO5, with ωB97M-V with the def2-TZVPD basis set.

Last column: Löwdin charge in e.
Cartesian coordinates (Å):
O -0.07 -3.90 -0.97  0.13
C -0.06 -2.78 -1.09  0.06
Ce -0.18 1.35 -0.72  1.15
O 0.55 -1.08 2.03  0.23
C 0.36 -0.27 1.21  -0.08
C -0.65 0.53 -2.71  -0.30
O -0.85 1.70 -3.03  -0.03
C -1.87 -0.28 0.20  -0.02
O -2.61 -1.00 0.72  0.22
C 1.85 -0.10 -0.64  -0.03
O 2.77 -0.78 -0.48  0.22
H -0.58 -0.59 -2.77  0.10
Cl -1.59 4.09 4.37  0.82
C -0.66 3.99 2.95  -0.62
C 0.13 5.07 2.54  0.00
C 0.93 4.91 1.41  0.02
C 0.82 3.75 0.64  -0.10
N -0.02 2.77 1.03  -0.20
C -0.72 2.84 2.18  -0.10
H 0.16 5.97 3.15  0.14
H 1.61 5.70 1.09  0.14
H 1.40 3.58 -0.28  0.13
H -1.31 2.00 2.46  0.12

Properties
HOMO (alpha / beta) (eV): -15.22 / -15.17
Kohn-Sham gap (alpha / beta) (eV): 5.9803 / 5.9246
Charge: +2
2S+1: 2
<S²>: 0.83
LUMO energy (alpha / beta) (eV): -9.24 / -9.25

Computed, not measured: a molecular structure, C10H5Cl2NO3TiV, with ωB97M-V with the def2-TZVPD basis set.

Last column: Löwdin charge in e.
Cartesian coordinates (Å):
Ti -0.16 2.71 -1.34  0.86
V 0.30 0.12 -0.25  0.39
Cl -0.23 2.04 0.87  0.48
Cl 0.76 0.67 -2.34  0.45
C -0.65 -1.43 -0.34  -0.04
C -1.82 3.66 -1.03  -0.15
C -1.75 2.73 -2.35  -0.18
O -1.18 -2.47 -0.45  0.30
O -2.69 4.28 -0.49  0.41
O -2.58 2.42 -3.18  0.39
N 1.57 -0.61 0.95  0.09
C 2.09 -1.13 1.85  0.05
C 2.75 -1.87 2.85  -0.15
C 4.15 -1.81 2.90  0.06
C 4.84 -2.66 3.76  0.05
C 4.15 -3.54 4.61  0.11
C 2.76 -3.50 4.64  0.05
C 2.04 -2.66 3.79  0.06
H 4.67 -1.09 2.25  0.15
H 5.93 -2.62 3.77  0.16
H 4.70 -4.22 5.25  0.17
H 2.21 -4.13 5.34  0.15
H 0.95 -2.59 3.83  0.15

Properties
HOMO (alpha / beta) (eV): -21.90 / -21.84
Kohn-Sham gap (alpha / beta) (eV): 3.2971 / 3.0340
Charge: +4
2S+1: 4
<S²>: 3.84
LUMO energy (alpha / beta) (eV): -18.60 / -18.80

no.,electronic energy (Ha),F_max (eV Å⁻¹)
1,-1749.56074,7.1
2,-3376.43737,12.9